76
Properties=species:S:1:pos:R:3 method="wB97M-V/def2-TZVPD" e_above_lowest_kcal_mol=1.9 spin_multiplicity=1 e_lumo_ev=0.60 homo_energy_ev=-7.42 smiles=CCCCc1nc(-c2ccc(OCCCN(CC)CC)cc2)cn1-c1ccc(Oc2ccc(Cl)cc2)cc1 energy_ev=-54888.785
C -2.122 -2.328 -4.548
C -2.596 -2.292 -3.100
C -2.311 -3.609 -2.384
H -2.849 -4.418 -2.883
C -2.716 -3.572 -0.906
C -1.860 -2.628 -0.137
N -0.559 -2.677 -0.113
C -0.132 -1.703 0.751
C -1.230 -1.065 1.272
N -2.332 -1.645 0.695
C -3.659 -1.295 0.989
C -4.086 -1.272 2.313
C -5.384 -0.918 2.620
C -6.276 -0.585 1.604
C -5.854 -0.612 0.279
C -4.550 -0.955 -0.024
H -4.217 -0.950 -1.050
H -6.546 -0.369 -0.513
O -7.567 -0.320 1.975
C -8.332 0.565 1.266
C -9.705 0.335 1.243
C -10.549 1.222 0.603
C -10.019 2.342 -0.018
C -8.656 2.588 0.010
C -7.813 1.702 0.655
H -6.752 1.900 0.694
H -8.255 3.470 -0.463
Cl -11.071 3.450 -0.829
H -11.612 1.044 0.582
H -10.095 -0.541 1.735
H -5.728 -0.901 3.641
H -3.395 -1.537 3.099
H -1.331 -0.252 1.961
C 1.280 -1.486 1.007
C 1.727 -0.507 1.889
C 3.077 -0.322 2.129
C 4.016 -1.122 1.488
C 3.572 -2.103 0.598
C 2.229 -2.281 0.363
H 1.882 -3.039 -0.321
H 4.311 -2.718 0.108
O 5.368 -1.062 1.662
C 5.931 -0.045 2.461
C 5.964 1.316 1.761
H 4.955 1.626 1.491
H 6.374 2.049 2.456
C 6.801 1.248 0.480
N 6.684 2.473 -0.290
C 7.595 3.504 0.178
C 7.244 4.887 -0.359
H 7.495 4.985 -1.411
H 7.797 5.644 0.192
H 6.180 5.070 -0.233
H 7.511 3.529 1.267
H 8.647 3.270 -0.063
C 6.680 2.262 -1.725
C 7.982 1.728 -2.336
H 7.841 1.557 -3.401
H 8.268 0.788 -1.871
H 8.793 2.440 -2.210
H 5.870 1.558 -1.940
H 6.421 3.210 -2.201
H 6.415 0.421 -0.120
H 7.848 1.017 0.739
H 6.954 -0.385 2.650
H 5.410 0.027 3.424
H 3.379 0.447 2.823
H 1.016 0.124 2.400
H -2.580 -4.572 -0.484
H -3.768 -3.301 -0.800
H -1.243 -3.822 -2.435
H -3.671 -2.092 -3.080
H -2.086 -1.482 -2.574
H -1.050 -2.501 -4.590
H -2.620 -3.127 -5.093
H -2.338 -1.385 -5.046

***

84
Properties=species:S:1:pos:R:3 method="wB97M-V/def2-TZVPD" e_above_lowest_kcal_mol=72.0 spin_multiplicity=4 e_lumo_ev="0.16 / -0.42" s2=3.8040 homo_energy_ev="-4.89 / -6.25" energy_ev=-124811.122
Ti 0.051 -0.477 0.102
C 0.462 -1.234 2.978
C 0.172 -2.684 2.561
O -0.329 -2.629 1.241
C -0.384 -3.867 0.554
C -0.668 -3.558 -0.922
O -1.423 -2.367 -1.082
C -2.823 -2.523 -0.898
C -3.267 -2.372 0.555
O -2.612 -1.247 1.075
C -2.697 -1.097 2.468
C -1.658 -0.055 2.867
O -0.376 -0.308 2.292
H 1.476 -0.971 2.673
H 0.360 -1.109 4.057
H -0.563 -3.165 3.217
H 1.102 -3.261 2.599
H -1.167 -4.493 0.997
H 0.571 -4.396 0.630
H -1.178 -4.406 -1.391
H 0.271 -3.378 -1.435
H -3.139 -3.502 -1.272
H -3.296 -1.751 -1.505
H -3.016 -3.265 1.142
H -4.356 -2.243 0.593
H -2.508 -2.057 2.968
H -3.693 -0.748 2.766
H -1.573 -0.010 3.956
H -1.965 0.922 2.499
C 4.377 -2.089 -3.646
C 2.965 -2.545 -3.984
O 1.973 -2.182 -3.024
P 2.186 -1.031 -1.851
S 3.222 1.456 -1.343
S 2.177 -2.061 -0.120
O 0.555 -0.565 -1.848
C 0.127 0.548 -2.684
C 0.674 0.462 -4.096
H 5.057 -2.348 -4.457
H 4.721 -2.565 -2.727
H 4.404 -1.007 -3.505
H 2.931 -3.634 -4.053
H 2.665 -2.140 -4.956
H 0.452 1.472 -2.209
H -0.960 0.508 -2.689
H 1.766 0.475 -4.072
H 0.339 1.331 -4.661
H 0.333 -0.445 -4.594
S 5.521 2.763 2.959
C 7.036 1.996 2.695
C 6.965 1.089 1.688
C 5.675 1.011 1.106
C 4.766 1.867 1.671
C 3.369 2.058 1.339
C 2.733 1.052 0.419
N 1.298 0.929 0.543
C 0.618 2.075 0.882
C 1.230 3.185 1.497
C 0.432 4.287 1.847
C -0.913 4.318 1.590
C -1.542 3.234 0.931
C -2.904 3.203 0.579
C -3.407 2.125 -0.176
C -2.544 1.093 -0.508
N -1.258 1.017 -0.093
C -0.751 2.113 0.588
C -4.808 2.064 -0.587
C -5.492 1.077 -1.248
C -6.863 1.372 -1.454
C -7.222 2.579 -0.946
S -5.891 3.373 -0.215
C 2.630 3.097 1.785
H 7.881 2.267 3.307
H 7.807 0.498 1.355
H 5.432 0.373 0.268
H 3.193 0.084 0.593
H 0.912 5.131 2.332
H -1.513 5.180 1.857
H -3.545 4.027 0.863
H -2.901 0.279 -1.122
H -5.033 0.159 -1.589
H -7.552 0.710 -1.960
H -8.189 3.057 -0.953
H 3.093 3.869 2.392